Entry 1:
{
  "formula": "C8H14O",
  "method": "wB97M-V/def2-TZVPD",
  "lumo_energy_ev": 0.9,
  "gap_ha": 0.3786,
  "multiplicity": 1,
  "energy_ha": -388.3733,
  "smiles": "C=CC(=C)CC(C)(C)O",
  "e_homo_ev": -9.40,
  "de_lowest_kj_mol": 180.3,
  "mol_weight_g_mol": 126.20,
  "max_force_ha_per_bohr": 0.1079,
  "symbols": ["C", "C", "C", "C", "C", "C", "C", "C", "O", "H", "H", "H", "H", "H", "H", "H", "H", "H", "H", "H", "H", "H", "H"],
  "coordinates": [[3.2180, -0.0780, -1.0546], [2.6816, 0.4368, 0.0430], [1.0254, 0.7390, 0.3247], [0.7158, 1.7781, 1.0778], [0.3282, -0.3302, -0.3397], [-1.4047, -0.2139, -0.0503], [-1.7109, -0.6224, 1.3866], [-2.0279, -1.1989, -1.0342], [-1.9908, 1.0392, -0.3178], [2.6244, -0.5602, -1.8205], [4.2774, -0.0028, -1.2661], [3.3313, 0.8932, 0.7846], [1.4824, 2.4653, 1.4032], [-0.2972, 2.0225, 1.3567], [0.6098, -1.3113, 0.0398], [0.4380, -0.2634, -1.4222], [-2.7810, -0.5287, 1.5834], [-1.1822, 0.0007, 2.1037], [-1.4310, -1.6614, 1.5472], [-1.8334, -0.8858, -2.0597], [-1.6303, -2.2007, -0.8881], [-3.1102, -1.2339, -0.8973], [-1.3325, 1.7167, -0.5003]],
  "atomic_forces_ev_per_a": [[-0.44, -0.06, 0.00], [-2.45, 1.80, 0.54], [5.46, -0.96, -0.33], [-0.18, 0.10, -0.15], [-5.32, 0.33, 0.51], [2.25, -1.39, -0.72], [0.10, 0.08, -0.16], [-0.06, 0.07, 0.15], [0.23, 0.59, -0.12], [-0.09, 0.12, -0.10], [0.06, -0.26, 0.31], [-0.06, 0.07, 0.02], [0.13, -0.08, 0.15], [-0.15, -0.01, -0.02], [0.10, 0.02, -0.16], [0.14, -0.17, 0.01], [0.01, 0.03, -0.11], [0.06, 0.02, 0.05], [0.08, -0.08, 0.07], [0.04, 0.02, -0.01], [0.04, -0.13, 0.00], [-0.02, 0.01, 0.03], [0.09, -0.14, 0.04]],
  "mulliken_charge": [-0.68, -0.51, 0.99, -1.14, -0.95, 1.14, -1.51, -1.65, -0.58, 0.21, 0.26, 0.29, 0.29, 0.29, 0.43, 0.50, 0.45, 0.31, 0.32, 0.35, 0.34, 0.43, 0.42]
}



Entry 2:
{
  "formula": "C43H55BrNO39S2",
  "method": "wB97M-V/def2-TZVPD",
  "lumo_energy_ev": 1.2,
  "gap_ha": 0.3029,
  "multiplicity": 1,
  "energy_ha": -8031.2825,
  "e_homo_ev": -7.03,
  "mol_weight_g_mol": 1353.92,
  "total_charge": -1,
  "max_force_ha_per_bohr": 0.0184,
  "symbols": ["C", "C", "C", "Br", "S", "O", "O", "N", "S", "O", "O", "O", "C", "O", "C", "C", "C", "C", "C", "C", "H", "H", "H", "H", "H", "H", "H", "H", "H", "H", "H", "C", "C", "O", "C", "O", "O", "H", "H", "H", "H", "C", "C", "O", "C", "O", "O", "H", "H", "H", "H", "C", "C", "O", "C", "O", "O", "H", "H", "H", "H", "C", "C", "O", "C", "O", "O", "H", "H", "H", "H", "C", "C", "O", "C", "O", "O", "H", "H", "H", "H", "C", "C", "O", "C", "O", "O", "H", "H", "H", "H", "C", "C", "O", "C", "O", "O", "H", "H", "H", "H", "C", "C", "O", "C", "O", "O", "H", "H", "H", "H", "C", "C", "O", "C", "O", "O", "H", "H", "H", "H", "C", "C", "O", "C", "O", "O", "H", "H", "H", "H", "C", "C", "O", "C", "O", "O", "H", "H", "H", "H"],
  "coordinates": [[1.0133, 5.0323, -7.1331], [0.1754, 4.0263, -6.3183], [0.9721, 3.4082, -5.1760], [2.2547, 2.1736, -5.9520], [-0.1679, 2.4629, -4.1128], [-1.3044, 3.3367, -3.9326], [-0.4454, 1.2247, -4.7928], [0.6446, 2.0902, -2.7784], [0.9237, 3.1866, -1.6858], [1.3417, 2.4946, -0.4974], [-0.0314, 4.2408, -1.5719], [2.2740, 3.9890, -2.2073], [3.5098, 3.4746, -1.8701], [4.0234, 3.8268, -0.8539], [4.1781, 2.5528, -2.8232], [5.0748, 3.0511, -3.7772], [5.7179, 2.1536, -4.6282], [5.4677, 0.7836, -4.5223], [4.5869, 0.3085, -3.5605], [3.9307, 1.1902, -2.7142], [0.4754, 5.9701, -7.2567], [1.2829, 4.6321, -8.1065], [1.9419, 5.2572, -6.6082], [-0.7420, 4.4694, -5.9426], [-0.1093, 3.2091, -6.9804], [1.5175, 4.1462, -4.5949], [5.2645, 4.1151, -3.8284], [6.3988, 2.5377, -5.3752], [5.9594, 0.1025, -5.1995], [4.3699, -0.7452, -3.4548], [3.2394, 0.8153, -1.9712], [1.5942, 0.1851, 2.1582], [2.4540, 1.3228, 2.6650], [2.9181, 0.7996, 3.9301], [2.8604, -0.5449, 3.8817], [3.3282, -1.2721, 4.7072], [2.2099, -0.9632, 2.7824], [1.6023, 0.0925, 1.0756], [0.5746, 0.2717, 2.5023], [3.3101, 1.5195, 2.0197], [1.8996, 2.2451, 2.8065], [7.8282, -2.6885, -2.1234], [6.4605, -3.3414, -2.2036], [5.9384, -2.7917, -3.4171], [6.9719, -2.3900, -4.1891], [6.8716, -2.0194, -5.3127], [8.1387, -2.4503, -3.5017], [8.5860, -3.3173, -1.6637], [7.7958, -1.7273, -1.6077], [6.5241, -4.4271, -2.3068], [5.8182, -3.0906, -1.3640], [-1.6146, 1.7633, 5.9997], [-0.2890, 1.7108, 5.2738], [-0.5364, 0.6797, 4.3054], [-1.8583, 0.6002, 4.0861], [-2.3216, -0.0436, 3.1950], [-2.5427, 1.3442, 4.9709], [-1.8736, 2.7568, 6.3553], [-1.6592, 1.0582, 6.8240], [-0.0717, 2.6480, 4.7558], [0.5465, 1.4448, 5.9084], [4.0182, -2.7792, 1.7364], [2.6481, -3.4168, 1.6046], [2.1789, -2.8741, 0.3701], [3.2433, -2.5029, -0.3759], [3.1980, -2.1646, -1.5082], [4.3864, -2.5686, 0.3658], [4.7474, -3.4169, 2.2291], [3.9815, -1.8137, 2.2432], [2.7015, -4.5037, 1.5123], [1.9699, -3.1566, 2.4124], [-3.1552, 1.0939, -0.8245], [-3.7000, 0.5913, 0.4975], [-5.1193, 0.5732, 0.2542], [-5.3150, 0.4893, -1.0698], [-6.3824, 0.2961, -1.5773], [-4.1668, 0.6442, -1.7505], [-2.1864, 0.6691, -1.0715], [-3.0844, 2.1795, -0.8784], [-3.3618, -0.4206, 0.7147], [-3.4678, 1.2269, 1.3435], [-3.5976, 4.5113, -2.3752], [-3.9757, 5.8806, -2.9005], [-4.6945, 6.4419, -1.7950], [-4.2933, 5.8161, -0.6631], [-4.5780, 6.1649, 0.4362], [-3.5247, 4.7447, -0.9592], [-2.6429, 4.1505, -2.7535], [-4.3660, 3.7603, -2.5703], [-3.1031, 6.5021, -3.1051], [-4.6085, 5.8466, -3.7828], [-9.7693, -0.6203, -2.7451], [-8.4146, -1.1118, -3.2099], [-8.7800, -2.2164, -4.0633], [-10.0455, -2.0228, -4.4960], [-10.5762, -2.6732, -5.3389], [-10.6240, -0.9976, -3.8363], [-9.8068, 0.4529, -2.5867], [-10.1118, -1.1286, -1.8425], [-7.8783, -0.3719, -3.8007], [-7.7755, -1.4421, -2.4003], [6.5915, 5.8730, 0.7480], [8.0280, 6.2429, 1.0671], [8.6855, 6.0134, -0.1808], [7.7594, 6.1011, -1.1714], [8.0177, 6.1272, -2.3290], [6.5157, 6.1604, -0.6515], [5.8607, 6.4619, 1.2947], [6.3821, 4.8138, 0.9014], [8.1386, 7.2961, 1.3336], [8.4706, 5.6290, 1.8470], [0.8527, -3.3269, 7.9366], [0.9569, -3.0738, 6.4429], [0.3539, -1.7819, 6.3197], [0.4639, -1.1500, 7.5030], [0.2169, 0.0103, 7.6440], [0.8835, -1.9834, 8.4658], [1.6750, -3.9093, 8.3400], [-0.0865, -3.7882, 8.2167], [1.9849, -3.0095, 6.0839], [0.4130, -3.8021, 5.8464], [-1.9547, -7.1012, 6.6584], [-1.9246, -8.2348, 7.6675], [-0.9687, -7.7619, 8.6253], [-0.9201, -6.4153, 8.5494], [-0.3541, -5.7048, 9.3154], [-1.6069, -5.9731, 7.4702], [-2.9266, -6.9496, 6.1986], [-1.2015, -7.2170, 5.8778], [-2.8831, -8.3722, 8.1695], [-1.5999, -9.1822, 7.2476], [-8.6669, -6.2256, -3.3133], [-7.6326, -5.2446, -2.7986], [-7.5678, -5.5799, -1.4051], [-7.9803, -6.8577, -1.2529], [-7.8881, -7.4855, -0.2486], [-8.5166, -7.3247, -2.4046], [-8.4883, -6.5500, -4.3340], [-9.6839, -5.8388, -3.2341], [-6.6487, -5.4026, -3.2426], [-7.9206, -4.2068, -2.9304]],
  "atomic_forces_ev_per_a": [[-0.05, -0.03, 0.41], [0.33, -0.03, -0.51], [-0.55, -0.32, -0.38], [0.27, 0.15, 0.20], [0.14, -0.84, -0.42], [0.16, 0.19, 0.19], [0.09, 0.19, 0.17], [-0.31, 0.59, -0.24], [-0.15, -0.39, 0.22], [0.12, 0.01, 0.18], [0.02, 0.07, -0.01], [-0.11, -0.19, -0.31], [0.28, 0.24, 0.41], [0.25, 0.17, 0.37], [-0.01, 0.01, -0.50], [-0.17, -0.56, 0.24], [-0.33, 0.08, 0.36], [0.07, 0.44, -0.06], [-0.14, 0.01, 0.05], [0.19, 0.09, -0.07], [-0.02, 0.03, -0.15], [0.00, 0.04, -0.08], [0.07, 0.08, -0.04], [0.06, 0.12, 0.19], [-0.25, -0.04, 0.11], [-0.01, -0.06, 0.17], [0.03, 0.02, -0.07], [0.05, -0.07, -0.04], [0.00, -0.07, -0.01], [0.09, -0.06, -0.12], [-0.09, 0.03, -0.04], [-0.06, 0.33, -0.54], [-0.04, -0.08, -0.21], [0.06, -0.05, -0.04], [-0.28, 0.46, 0.23], [0.05, -0.18, -0.04], [-0.47, 0.64, 0.29], [0.17, -0.16, 0.00], [-0.12, -0.15, 0.07], [0.05, 0.00, 0.05], [0.01, -0.02, 0.18], [-0.05, 0.07, 0.10], [0.05, 0.01, 0.14], [0.14, -0.11, 0.00], [-0.10, 0.09, 0.03], [0.08, -0.14, -0.11], [-0.01, -0.09, 0.11], [0.08, -0.03, -0.16], [-0.04, 0.00, 0.00], [0.02, 0.01, -0.05], [-0.07, 0.08, -0.18], [-0.09, 0.13, 0.06], [-0.03, 0.25, 0.05], [0.40, 0.23, 0.31], [-0.02, -0.08, -0.29], [-0.27, 0.01, 0.12], [0.11, -0.02, 0.14], [-0.14, 0.02, -0.16], [0.01, -0.06, -0.03], [-0.06, -0.05, -0.13], [-0.03, -0.19, -0.02], [0.23, -0.05, 0.27], [0.07, -0.22, 0.26], [-0.01, 0.03, -0.08], [0.01, -0.01, 0.38], [0.08, 0.05, -0.29], [-0.16, -0.03, -0.08], [0.07, -0.07, -0.16], [0.20, -0.47, -0.30], [0.07, -0.02, -0.09], [0.04, 0.04, -0.18], [0.19, 0.06, 0.11], [0.20, 0.06, -0.09], [0.09, -0.02, 0.05], [0.05, 0.01, -0.05], [-0.05, 0.00, -0.06], [-0.04, 0.06, 0.09], [-0.09, -0.10, -0.23], [-0.08, 0.02, 0.03], [-0.10, -0.04, 0.06], [-0.17, 0.06, 0.02], [0.29, -0.09, -0.27], [0.09, -0.16, -0.06], [-0.07, 0.12, 0.02], [0.21, -0.27, -0.19], [-0.10, 0.10, 0.22], [-0.26, 0.17, 0.07], [-0.07, 0.08, 0.25], [-0.10, 0.04, 0.04], [0.04, -0.02, 0.04], [-0.13, 0.04, 0.07], [0.10, 0.05, 0.11], [0.01, 0.05, 0.05], [-0.01, 0.04, 0.07], [0.03, 0.00, 0.00], [-0.04, -0.07, -0.03], [-0.01, 0.03, 0.04], [-0.07, 0.02, -0.13], [0.00, -0.03, -0.01], [0.01, -0.01, -0.01], [0.03, -0.14, -0.06], [-0.04, -0.06, 0.09], [-0.06, 0.01, 0.10], [0.02, 0.00, 0.07], [-0.04, -0.02, -0.02], [0.03, 0.02, -0.06], [0.01, 0.03, 0.04], [-0.06, 0.08, -0.15], [0.01, -0.01, -0.06], [-0.03, 0.01, -0.02], [0.09, -0.08, -0.10], [0.06, 0.15, -0.23], [0.16, -0.22, 0.04], [-0.03, -0.08, -0.10], [0.05, 0.13, -0.20], [0.07, -0.12, 0.39], [0.01, -0.08, -0.03], [0.04, 0.13, 0.12], [-0.04, 0.04, 0.05], [0.02, 0.06, 0.03], [-0.15, 0.12, -0.02], [-0.03, -0.11, -0.05], [-0.10, -0.03, -0.09], [-0.02, -0.03, -0.02], [-0.06, -0.01, -0.01], [-0.01, -0.21, 0.13], [0.00, 0.00, -0.07], [-0.03, 0.12, 0.08], [0.02, -0.01, 0.02], [-0.01, 0.04, 0.00], [0.14, 0.01, 0.07], [-0.02, 0.11, -0.05], [0.02, 0.08, -0.13], [-0.01, 0.00, -0.04], [0.00, 0.03, -0.01], [0.01, -0.04, 0.05], [-0.03, 0.00, -0.06], [0.05, -0.14, 0.04], [0.00, 0.02, 0.03], [0.00, -0.05, 0.01], [-0.03, 0.01, 0.13]],
  "mulliken_charge": [-1.16, -0.45, -0.68, -0.06, 1.10, -0.79, -0.68, -0.14, 0.76, -0.38, -0.58, -0.37, -0.52, -0.45, 0.83, -0.22, -0.76, -0.54, -0.85, -0.19, 0.34, 0.30, 0.33, 0.24, 0.40, 0.62, 0.56, 0.38, 0.56, 0.64, 0.60, 0.52, -0.47, -0.44, 0.59, -0.62, -0.30, 0.26, -0.32, 0.41, 0.33, -0.42, 0.41, -0.28, 0.75, -0.58, -0.37, 0.31, 0.31, 0.24, -0.30, -0.34, -0.56, 0.09, 0.41, -0.52, -0.38, 0.35, 0.20, 0.39, 0.38, 0.12, -0.25, -0.34, 0.61, -0.45, -0.48, 0.43, -0.10, 0.40, 0.04, 0.44, -0.21, -0.35, 0.69, -0.63, -0.30, 0.32, -0.33, 0.18, 0.18, 0.55, -0.37, -0.38, 0.63, -0.57, -0.27, -0.22, 0.15, 0.28, 0.33, -0.36, -0.04, -0.37, 0.62, -0.55, -0.34, 0.30, 0.28, 0.25, 0.22, -0.25, -0.30, -0.34, 0.67, -0.53, -0.28, 0.35, 0.16, 0.25, 0.29, -0.20, -0.21, -0.19, 0.57, -0.56, -0.37, 0.28, 0.12, 0.20, 0.32, -0.31, -0.33, -0.35, 0.69, -0.52, -0.29, 0.31, 0.26, 0.26, 0.29, -0.32, 0.25, -0.32, 0.67, -0.54, -0.35, 0.31, 0.27, 0.25, -0.23]
}